1.
Molecular formula: C26H32N4OS
Method: DFT, wB97M-V/def2-TZVPD

* LUMO level: 0.60 eV
* energy above the lowest of the compared OMol25 structures with the same formula, charge and spin: 9.0 kJ/mol
* frontier orbital gap: 8.45 eV

Each line ends with the Löwdin charge.
Geometry (Å):
H 0.0597 1.9810 1.3603  0.11
H -1.9686 0.6721 0.7209  0.13
C 3.0107 3.2241 0.0788  -0.24
C -4.2456 0.8739 -1.0192  -0.03
C 3.3180 4.5583 -0.1084  -0.01
C -6.1695 0.2347 0.2710  -0.55
H 0.2221 -3.8240 -0.2887  0.10
C 3.3944 1.4632 1.7361  -0.49
H 4.0133 -5.7013 -0.8603  0.10
C -3.6728 -0.3780 -0.8124  -0.23
C 3.4273 -4.8260 -0.6205  -0.09
H -6.1168 -1.7660 1.0647  0.09
O 2.2944 1.5487 2.2317  0.09
C 2.0456 -4.8993 -0.6099  -0.09
H -0.8105 2.7309 0.0022  0.12
C -1.0478 0.5960 0.1387  -0.17
H 4.7628 2.2179 0.4100  0.15
H -5.9210 2.1515 -0.6399  0.10
C 1.9393 -2.5834 -0.0033  -0.05
C -0.2264 0.2685 -2.0804  -0.19
H 4.2101 5.0693 0.1898  0.09
C 4.0628 -3.6319 -0.3256  -0.04
N 1.2906 4.1429 -0.9627  0.09
C -2.3348 -0.6963 -1.4215  -0.16
H -1.9396 -1.6360 -0.9914  0.12
C -0.2260 1.8657 0.3146  -0.11
H 5.4132 0.6630 1.7713  0.11
N 1.7867 3.0175 -0.4590  -0.05
C 3.9654 -0.9528 1.8393  -0.17
H 1.3572 -1.7059 0.2433  0.09
C 1.3015 -3.7733 -0.2993  -0.08
C 2.1977 5.0777 -0.7637  -0.15
H 4.5022 0.5401 3.2917  0.12
H 5.0330 -1.2061 -0.0213  0.12
C -4.3657 -1.3089 -0.0557  -0.04
H -0.5455 0.1117 -3.1144  0.12
H 0.3839 -0.6056 -1.7794  0.12
H 1.5495 -5.8298 -0.8427  0.10
C 3.3264 -2.4971 -0.0178  -0.24
H 0.0405 2.3876 -2.3478  0.11
H 1.5039 1.4286 -2.6346  0.12
H 5.1426 -3.5809 -0.3381  0.11
H 3.4772 -0.3808 -0.1820  0.10
C -5.6075 -1.0143 0.4831  -0.09
S -7.7435 0.7369 0.9010  0.88
C 3.9973 -1.1973 0.3260  -0.15
H -8.4457 -1.5592 1.1542  0.04
H -0.4749 -0.2697 0.5239  0.12
C 0.6211 1.5336 -2.0003  -0.11
H -2.4698 -0.8568 -2.4973  0.13
H -9.3009 -0.4275 2.2248  0.03
H 2.0217 6.0828 -1.0907  0.10
N 3.7850 2.2127 0.6611  0.15
H -3.9369 -2.2857 0.1205  0.11
H 2.9463 -1.0834 2.2084  0.12
H -3.7032 1.6052 -1.5975  0.12
C 4.4329 0.4608 2.2056  -0.10
C -5.4766 1.1804 -0.4829  -0.11
C -8.3328 -0.7114 1.8239  -0.41
C 1.0307 1.7917 -0.5513  -0.27
H 4.5995 -1.6898 2.3359  0.12
N -1.4078 0.4075 -1.2542  -0.17
H 1.6723 0.9797 -0.1956  0.13
H -7.6492 -0.9375 2.6371  0.04



2.
Molecular formula: C26H32N7O3RuS4
Method: DFT, wB97M-V/def2-TZVPD

* charge: +1
* LUMO level: -3.06 eV
* energy above the lowest of the compared OMol25 structures with the same formula, charge and spin: 67.1 kJ/mol
* frontier orbital gap: 6.61 eV

Each line ends with the Löwdin charge.
Geometry (Å):
H -0.6075 -5.0920 1.8709  0.11
C -0.7454 -3.4644 -3.9793  -0.06
N 1.9917 -2.7567 -1.1144  0.15
H -0.1181 5.5239 0.0927  0.11
O 0.4668 -1.2483 0.8750  -0.25
C -3.7004 0.1401 -0.7848  -0.46
C 2.9374 -0.2049 3.2967  -0.06
H -2.6226 -0.4379 3.3069  0.09
C -0.4896 -4.6737 0.8808  -0.07
H 2.9873 0.2211 4.2926  0.11
C 0.6463 4.8881 0.5178  -0.07
H -1.4130 -1.7134 1.5533  0.05
N 0.2704 0.5370 -4.2165  0.16
H -3.3551 4.2939 1.7435  0.08
H 3.3174 4.8574 2.6017  0.11
S -0.4786 2.8024 -0.9307  0.69
H 3.0669 1.8264 -3.6822  0.10
C 0.8088 -3.4360 -0.7003  -0.16
C -2.1753 2.6825 2.5008  -0.47
C -2.5915 -0.0636 2.2824  -0.47
C 4.1386 -0.3928 2.5683  -0.09
Ru -0.1531 0.6078 -0.0397  0.63
H 4.9703 -1.1615 0.7697  0.12
C 2.8697 -2.0376 -0.4527  0.02
S -2.1397 -0.7094 -0.3599  0.87
H 1.4455 -3.8338 1.2970  0.13
H -2.0774 -4.5129 -2.1094  0.11
H -0.3278 -3.0029 -4.8691  0.10
O 0.1300 -3.1276 -2.9085  -0.11
C -1.4740 -4.8501 -0.0796  -0.06
H 0.8085 -0.3523 3.3316  0.09
C 0.6342 3.5319 0.1583  -0.63
H 2.1233 1.8822 -5.0843  0.11
C 1.7171 -0.5208 2.7712  -0.02
C 4.0676 -0.9756 1.3413  -0.03
C 1.5964 5.3796 1.3812  -0.05
H -3.8991 -0.1821 -1.8081  0.07
H 5.0898 -0.0971 2.9881  0.11
H -4.3076 2.0411 -1.5702  0.08
C -0.4021 0.0220 -3.1992  -0.22
C 2.5564 4.5152 1.9162  -0.04
O 1.6444 1.4482 0.3656  -0.30
H 1.6000 6.4291 1.6437  0.12
H -2.3757 -5.3979 0.1618  0.11
C -2.3572 -1.2159 1.3428  -0.50
H 3.8056 -1.9334 -0.9955  0.15
H 3.1998 2.4323 1.9120  0.13
H 2.2004 -2.9043 -2.0936  0.16
C -0.1588 -3.6446 -1.6818  -0.24
H -1.4075 -0.3537 -3.2905  0.11
N 1.4210 0.7950 -3.6353  -0.28
S -1.2445 1.1563 2.1552  0.90
N 2.4967 1.3086 -4.3390  0.15
C 2.8179 -1.3961 0.8011  -0.14
C 0.6590 -3.9644 0.5645  -0.01
N 1.5125 0.4842 -2.3918  0.10
H -1.7480 -3.0694 -3.8006  0.09
S -4.4037 2.3987 0.7792  0.90
C -2.9720 3.3386 1.3813  -0.53
N 0.3159 -0.0319 -2.0760  -0.11
H -2.7104 2.0415 -0.8390  -0.04
C -3.7195 1.6660 -0.7331  -0.53
H -3.1594 -1.9538 1.4175  0.10
C 1.5998 -1.0694 1.4657  -0.38
H -2.8232 2.4191 3.3384  0.08
H -3.5213 0.4564 2.0693  0.02
H -2.3311 3.5352 0.5280  0.00
C 2.5201 3.1946 1.5606  0.00
H -4.4714 -0.3079 -0.1544  0.08
C -1.3119 -4.3476 -1.3659  -0.01
H -0.7986 -4.5453 -4.1156  0.10
N 1.5832 2.7439 0.7024  -0.18
H -1.4245 3.3828 2.8737  0.08



3.
Molecular formula: C26H33AlCl3N2O4PS
Method: DFT, wB97M-V/def2-TZVPD

* charge: -2
* LUMO level: 4.31 eV
* energy above the lowest of the compared OMol25 structures with the same formula, charge and spin: 10.3 kJ/mol
* frontier orbital gap: 5.14 eV

Each line ends with the Löwdin charge.
Geometry (Å):
H -5.0047 -2.3186 -1.9192  0.05
H -3.3285 -2.0458 -4.0142  0.05
H 3.3750 -0.9954 6.5446  0.09
O -0.8571 2.4067 -2.2893  -0.37
C -0.0718 -2.7835 1.4238  -0.14
H 4.1709 -2.1687 2.4875  0.11
C -2.0825 -0.4336 -3.2129  -0.55
C -4.0287 2.0588 -3.0071  -0.13
H -3.4756 -3.1403 -2.2202  0.05
O 0.5716 4.2620 -1.6560  -0.32
C -4.0828 -2.6622 -1.4517  -0.12
H 6.7556 3.8630 2.9089  0.08
C 3.3062 -0.8559 5.4736  -0.12
C -3.9698 -1.1858 0.5907  -0.15
C 2.6505 0.2440 4.9538  -0.64
C 7.0616 2.4414 1.3166  -0.17
H -2.4044 -1.1573 -5.2193  0.07
H -2.3276 -1.9686 -0.4830  0.08
H -0.2709 -1.3922 -3.9151  0.08
H 2.0778 1.3021 3.1547  0.09
H 4.3902 -2.6352 4.9272  0.09
H -4.7890 2.8458 -2.9691  0.07
C 0.9425 -0.2904 0.5157  -0.18
Al 1.6891 1.5151 0.1162  0.01
C 2.5622 0.4276 3.5803  -0.15
C 4.9115 3.1628 2.1463  -0.61
C -4.3406 0.9834 -1.9620  -0.55
H -5.5212 -0.3930 -3.1869  0.05
C 0.9075 -2.7364 0.4399  -0.12
C -0.0759 -0.3766 1.4736  -0.12
C -0.5651 -1.5926 1.9388  -0.13
C 5.0169 1.5584 0.4226  -0.56
H -4.9838 -0.8013 0.4451  0.06
H -1.7267 0.5367 -3.5750  0.08
H -0.4486 -3.7367 1.7808  0.08
H 2.1882 -1.5162 -0.7408  0.07
C -2.9752 -1.0519 -4.2893  -0.12
H -4.5243 1.5213 -1.0242  0.09
H -0.1803 -0.8373 -2.2412  0.06
H 8.1421 2.4946 1.3313  0.06
Cl 1.9298 1.4095 6.0318  0.63
Cl 4.2289 0.4030 -0.6524  0.72
N 2.8278 2.4127 1.1450  0.02
H -6.4251 0.9704 -2.5302  0.07
C -3.3082 -1.5497 -0.7416  -0.56
H 6.9367 0.9415 -0.2349  0.08
C 3.7410 -1.4941 3.2216  -0.14
H -1.3424 -1.6098 2.6962  0.09
C 6.3882 1.5917 0.4371  -0.18
C -0.8373 -1.2894 -2.9845  -0.12
C 4.1163 2.3788 1.2158  -0.51
C 3.8679 -1.7530 4.5798  -0.08
H 1.2915 -3.6577 0.0122  0.08
H -4.3514 -3.4401 -0.7269  0.07
H -1.0964 -2.2948 -2.6360  0.07
O 0.0529 2.5206 0.0018  -0.29
H -3.0507 2.5141 -2.8389  0.05
C 1.4041 -1.5112 0.0100  -0.15
C 6.2830 3.2115 2.1820  -0.19
H -0.5046 0.5377 1.8757  0.10
N 3.1056 -0.4382 2.7351  0.12
H -3.3948 -0.4214 1.1160  0.06
O 1.4900 1.9687 -1.7042  -0.30
H -5.9857 -0.3818 -1.4877  0.05
H -4.0401 1.6424 -4.0174  0.06
S 0.2509 2.8685 -1.4754  0.39
Cl 4.0249 4.1371 3.3093  0.58
C -5.6339 0.2437 -2.3081  -0.13
P -2.7672 0.0437 -1.5521  1.11
H -3.8475 -0.4392 -4.5155  0.04
H -4.0385 -2.0635 1.2409  0.07



Which formula does entry 1 have?
C26H32N4OS



Among the records above, which one has the highest LUMO level?
C26H33AlCl3N2O4PS